{"formula": "C32H89N7O11", "method": "ωB97M-V/def2-TZVPD", "symbols": ["C", "O", "C", "C", "C", "N", "H", "H", "H", "H", "H", "H", "H", "H", "H", "H", "H", "C", "O", "C", "C", "C", "N", "H", "H", "H", "H", "H", "H", "H", "H", "H", "H", "H", "C", "O", "C", "C", "C", "N", "H", "H", "H", "H", "H", "H", "H", "H", "H", "H", "H", "C", "O", "C", "C", "C", "N", "H", "H", "H", "H", "H", "H", "H", "H", "H", "H", "H", "C", "O", "C", "C", "C", "N", "H", "H", "H", "H", "H", "H", "H", "H", "H", "H", "H", "C", "O", "C", "C", "C", "N", "H", "H", "H", "H", "H", "H", "H", "H", "H", "H", "H", "C", "O", "C", "C", "C", "N", "H", "H", "H", "H", "H", "H", "H", "H", "H", "H", "H", "O", "C", "C", "O", "H", "H", "H", "H", "H", "H", "O", "C", "C", "O", "H", "H", "H", "H", "H", "H"], "positions_angstrom": [[-1.117, 1.382, 2.143], [-1.386, 1.595, 3.489], [-2.369, 0.732, 3.991], [-2.421, 0.868, 5.476], [-1.168, 0.376, 6.168], [-3.615, 0.104, 5.965], [-0.868, 0.349, 1.848], [-0.256, 1.979, 1.860], [-1.940, 1.641, 1.458], [-3.354, 1.013, 3.584], [-2.097, -0.310, 3.770], [-2.599, 1.898, 5.824], [-0.341, 1.054, 5.949], [-0.860, -0.609, 5.812], [-1.315, 0.383, 7.249], [-4.450, 0.522, 5.569], [-3.642, 0.139, 6.975], [0.751, 4.241, -1.492], [0.596, 5.639, -1.539], [0.212, 6.192, -0.291], [0.082, 7.681, -0.508], [-0.018, 8.397, 0.825], [-1.223, 7.901, -1.232], [1.597, 3.905, -2.090], [-0.124, 3.863, -2.040], [0.826, 3.759, -0.516], [-0.731, 5.725, 0.011], [1.002, 5.977, 0.441], [0.923, 8.013, -1.126], [-0.876, 8.046, 1.388], [-0.044, 9.474, 0.638], [0.895, 8.270, 1.418], [-1.105, 7.445, -2.141], [-1.325, 8.896, -1.423], [-1.314, 1.336, -1.547], [-0.317, 1.400, -0.585], [0.932, 0.878, -1.000], [0.932, -0.608, -1.349], [0.431, -1.479, -0.195], [2.357, -1.102, -1.514], [-2.112, 2.022, -1.286], [-1.728, 0.320, -1.669], [-0.931, 1.545, -2.561], [1.293, 1.455, -1.873], [1.675, 1.104, -0.227], [0.478, -0.817, -2.321], [0.596, -2.535, -0.392], [-0.635, -1.299, 0.001], [0.947, -1.172, 0.719], [2.837, -0.990, -0.602], [2.921, -0.492, -2.119], [0.101, -5.418, -0.273], [0.242, -4.836, -1.532], [-0.992, -4.403, -2.034], [-0.798, -3.596, -3.280], [-1.922, -2.547, -3.370], [-0.802, -4.466, -4.459], [-0.265, -4.715, 0.485], [1.060, -5.804, 0.080], [-0.544, -6.309, -0.347], [-1.632, -5.285, -2.173], [-1.450, -3.721, -1.301], [0.119, -3.012, -3.178], [-2.924, -2.964, -3.204], [-1.909, -2.094, -4.362], [-1.825, -1.758, -2.614], [-0.953, -3.905, -5.296], [-1.639, -5.048, -4.427], [-2.909, -2.906, 1.333], [-3.159, -3.313, 2.626], [-4.382, -2.802, 3.076], [-4.643, -3.393, 4.443], [-6.024, -3.075, 4.948], [-3.624, -2.960, 5.455], [-2.764, -1.823, 1.194], [-3.773, -3.151, 0.685], [-2.054, -3.436, 0.922], [-4.260, -1.711, 3.160], [-5.170, -3.062, 2.359], [-4.508, -4.477, 4.356], [-6.762, -3.542, 4.270], [-6.231, -2.018, 5.088], [-6.292, -3.649, 5.841], [-3.835, -1.979, 5.713], [-2.805, -2.768, 4.854], [4.772, -0.383, 1.381], [3.886, -1.375, 0.964], [4.336, -2.680, 1.321], [3.244, -3.672, 1.026], [3.540, -4.968, 1.731], [3.196, -3.952, -0.398], [5.738, -0.492, 0.884], [4.817, -0.276, 2.471], [4.343, 0.582, 1.072], [5.280, -2.991, 0.842], [4.579, -2.676, 2.396], [2.304, -3.234, 1.396], [3.387, -4.913, 2.806], [4.517, -5.364, 1.442], [2.871, -5.749, 1.346], [3.175, -3.074, -0.934], [2.379, -4.440, -0.753], [-3.470, 4.242, 1.187], [-4.462, 4.956, 0.454], [-5.516, 4.143, -0.015], [-5.183, 3.492, -1.327], [-4.925, 4.541, -2.405], [-6.287, 2.602, -1.760], [-2.981, 3.508, 0.524], [-3.906, 3.706, 2.034], [-2.685, 4.957, 1.415], [-5.874, 3.405, 0.716], [-6.367, 4.806, -0.224], [-4.267, 2.909, -1.218], [-4.754, 4.045, -3.361], [-4.001, 5.093, -2.183], [-5.728, 5.272, -2.510], [-7.084, 3.190, -2.010], [-6.051, 2.174, -2.651], [7.683, -2.502, -4.547], [6.742, -3.438, -3.924], [6.301, -2.989, -2.553], [5.593, -4.099, -2.068], [7.934, -2.895, -5.387], [5.849, -3.356, -4.570], [7.076, -4.474, -3.918], [5.719, -2.064, -2.570], [7.194, -2.825, -1.928], [4.820, -3.902, -1.477], [5.720, -0.258, -5.117], [6.786, 0.717, -4.946], [6.587, 1.566, -3.721], [6.444, 0.678, -2.619], [5.867, -0.863, -4.372], [7.764, 0.226, -4.894], [6.742, 1.352, -5.836], [5.695, 2.186, -3.736], [7.477, 2.211, -3.654], [6.510, 1.187, -1.806]], "mulliken_charge": [-0.27, -0.47, -0.38, 0.26, -1.48, -0.53, 0.09, 0.31, 0.09, 0.30, 0.09, 0.30, 0.36, 0.27, 0.43, 0.21, 0.24, -0.70, -0.41, -0.49, 0.54, -1.39, -0.68, 0.25, 0.29, 0.30, 0.08, 0.39, 0.25, 0.32, 0.39, 0.36, 0.26, 0.24, -0.17, 0.67, -1.28, 0.60, -0.32, -0.37, -0.58, -0.09, 0.47, 0.36, 0.13, 0.28, -0.08, -0.03, 0.30, -0.02, 0.29, -0.51, -0.48, -0.20, 0.79, -1.22, -0.72, 0.08, 0.03, 0.47, 0.56, -0.18, -0.10, 0.36, 0.42, 0.05, 0.30, 0.30, -0.01, -0.39, -0.45, 0.55, -1.52, -0.83, 0.17, 0.33, -0.34, 0.02, 0.47, 0.29, 0.42, 0.29, 0.40, 0.37, 0.29, -0.98, -0.15, -1.33, 1.65, -1.67, -0.58, 0.32, 0.31, 0.26, 0.34, 0.44, -0.17, 0.40, 0.31, 0.38, 0.44, 0.05, -0.20, -0.37, -0.80, 1.74, -1.36, -0.77, -0.20, 0.31, 0.32, 0.34, 0.37, -0.93, 0.43, 0.23, 0.36, 0.27, 0.29, -0.47, -0.67, 0.32, -0.61, 0.28, 0.32, 0.41, -0.03, 0.15, 0.33, -0.53, -0.45, -0.27, -0.40, 0.18, 0.21, 0.37, 0.27, 0.31, 0.23], "homo_energy_ha": -0.3285, "relative_energy_kj_mol": 373.16, "total_charge": 0, "gap_ev": 9.212, "e_lumo_ev": 0.27, "smiles": "COC[C@H](C)N.COC[C@H](C)N.COC[C@H](C)N.COC[C@H](C)N.COC[C@H](C)N.COC[C@H](C)N.COC[C@H](C)N.OCCO.OCCO"}

***

{"formula": "C24H68N9O4P3Si", "method": "ωB97M-V/def2-TZVPD", "symbols": ["C", "N", "C", "P", "O", "N", "C", "C", "N", "C", "C", "H", "H", "H", "H", "H", "H", "H", "H", "H", "H", "H", "H", "H", "H", "H", "H", "H", "H", "C", "N", "C", "P", "O", "N", "C", "C", "N", "C", "C", "H", "H", "H", "H", "H", "H", "H", "H", "H", "H", "H", "H", "H", "H", "H", "H", "H", "H", "C", "N", "C", "P", "O", "N", "C", "C", "N", "C", "C", "H", "H", "H", "H", "H", "H", "H", "H", "H", "H", "H", "H", "H", "H", "H", "H", "H", "H", "C", "C", "Si", "C", "C", "C", "C", "O", "H", "H", "H", "H", "H", "H", "H", "H", "H", "H", "H", "H", "H", "H"], "positions_angstrom": [[3.347, -0.232, 7.138], [2.767, -0.725, 5.906], [3.470, -1.823, 5.252], [1.527, 0.007, 5.024], [0.760, -1.065, 4.365], [0.399, 0.801, 6.044], [0.571, 0.937, 7.478], [-0.992, 0.472, 5.740], [2.261, 1.352, 4.419], [3.461, 1.143, 3.610], [1.765, 2.725, 4.458], [3.599, 0.835, 7.089], [4.277, -0.764, 7.338], [2.699, -0.393, 7.998], [4.206, -1.479, 4.515], [2.762, -2.475, 4.743], [3.996, -2.427, 5.993], [0.518, -0.023, 8.009], [-0.222, 1.579, 7.869], [1.509, 1.428, 7.723], [-1.307, -0.485, 6.173], [-1.156, 0.418, 4.668], [-1.631, 1.265, 6.140], [4.365, 1.119, 4.229], [3.567, 1.943, 2.879], [3.410, 0.203, 3.055], [2.189, 3.276, 5.304], [0.684, 2.761, 4.522], [2.032, 3.240, 3.538], [-1.850, 5.131, -0.921], [-0.730, 4.525, -0.228], [0.593, 5.025, -0.578], [-0.789, 3.137, 0.728], [0.234, 3.288, 1.781], [-2.275, 2.994, 1.573], [-3.394, 3.899, 1.384], [-2.107, 2.693, 2.993], [-1.066, 1.949, -0.380], [-0.097, 1.808, -1.471], [-2.092, 0.910, -0.325], [-2.446, 4.400, -1.481], [-1.477, 5.852, -1.648], [-2.512, 5.673, -0.248], [1.063, 4.455, -1.388], [1.251, 4.985, 0.290], [0.530, 6.067, -0.893], [-3.184, 4.919, 1.734], [-4.250, 3.523, 1.949], [-3.707, 3.936, 0.344], [-1.876, 3.583, 3.593], [-1.309, 1.972, 3.145], [-3.035, 2.252, 3.368], [-0.358, 2.448, -2.320], [-0.065, 0.782, -1.831], [0.911, 2.072, -1.144], [-2.973, 1.209, -0.899], [-2.397, 0.695, 0.694], [-1.704, -0.013, -0.758], [0.725, -0.618, -7.553], [0.644, -0.686, -6.107], [1.887, -0.455, -5.380], [-0.662, -1.257, -5.210], [-0.681, -0.497, -3.947], [-2.165, -0.915, -5.960], [-2.285, -0.314, -7.276], [-3.149, -0.327, -5.052], [-0.630, -2.877, -5.540], [0.607, -3.593, -5.222], [-1.746, -3.708, -5.979], [0.409, -1.549, -8.039], [1.760, -0.447, -7.849], [0.139, 0.202, -7.964], [2.440, -1.380, -5.176], [1.681, 0.031, -4.427], [2.539, 0.207, -5.951], [-1.925, 0.723, -7.307], [-3.338, -0.310, -7.567], [-1.762, -0.895, -8.031], [-3.001, 0.749, -4.905], [-3.115, -0.804, -4.076], [-4.147, -0.488, -5.470], [1.315, -3.561, -6.057], [0.396, -4.636, -4.995], [1.100, -3.166, -4.346], [-1.748, -3.811, -7.067], [-2.701, -3.299, -5.668], [-1.660, -4.704, -5.542], [-1.079, -5.142, 1.922], [-1.352, -4.235, 0.958], [-1.143, -2.390, 1.249], [-0.900, -1.522, -0.407], [0.516, -1.545, -1.027], [1.278, -2.881, -0.954], [2.329, -2.931, 0.168], [2.439, -4.216, 0.780], [-0.423, -5.994, 1.739], [-1.463, -5.016, 2.936], [-1.636, -4.615, -0.029], [0.063, -2.228, 2.073], [-2.350, -1.854, 1.937], [-1.142, -0.469, -0.210], [-1.647, -1.855, -1.134], [0.403, -1.283, -2.084], [1.123, -0.749, -0.583], [1.827, -2.981, -1.899], [0.612, -3.745, -0.893], [3.306, -2.619, -0.221], [2.036, -2.259, 0.977], [2.556, -4.866, 0.082]], "mulliken_charge": [-1.06, 0.26, -0.99, 0.09, -0.82, 0.33, -1.13, -1.02, 0.72, -1.05, -0.89, 0.35, 0.41, 0.27, 0.27, 0.27, 0.46, 0.32, 0.35, 0.34, 0.36, 0.10, 0.43, 0.26, 0.38, 0.27, 0.18, 0.18, 0.39, -1.08, 0.27, -0.99, -0.17, -0.70, 0.42, -1.16, -1.05, 0.94, -0.38, -0.63, 0.35, 0.41, 0.27, 0.27, 0.23, 0.47, 0.32, 0.33, 0.37, 0.39, -0.04, 0.52, 0.28, -0.46, 0.34, 0.32, 0.06, 0.53, -1.11, 0.26, -0.78, -0.38, -0.43, 0.24, -1.09, -1.10, 0.53, -0.59, -0.95, 0.35, 0.42, 0.28, 0.28, 0.04, 0.48, 0.29, 0.34, 0.35, 0.35, 0.26, 0.39, 0.24, 0.38, -0.09, 0.28, 0.29, 0.36, -0.64, -0.24, 0.33, 1.53, 0.64, -0.57, -0.37, -0.55, 0.20, 0.26, 0.38, -0.08, -0.36, -2.01, 0.51, -1.02, 0.36, 0.31, 0.27, 0.37, 0.02, 0.32], "homo_energy_ha": -0.2926, "relative_energy_kj_mol": 0.00, "total_charge": 0, "gap_ev": 8.500, "e_lumo_ev": 0.54, "smiles": "CN(C)P(=O)(N(C)C)N(C)C.CN(C)P(=O)(N(C)C)N(C)C.CN(C)P(=O)(N(C)C)N(C)C.C=C[SiH2]CCCCO"}